(1)
DFT (wB97M-V/def2-TZVPD) results for a single C4H10N2O molecule in a non-equilibrium geometry.

Positions of all 17 atoms, in Å:
C -0.63 -1.32 1.58
N 0.82 -0.43 1.56
C 0.14 0.45 0.77
O -0.12 1.60 1.09
C 0.08 0.05 -0.79
C 1.17 0.88 -1.47
N -1.23 0.34 -1.28
H -0.22 -2.33 1.65
H -1.36 -1.38 0.78
H -1.14 -1.06 2.50
H 1.05 0.01 2.46
H 0.29 -1.02 -0.91
H 1.00 1.94 -1.28
H 2.14 0.61 -1.08
H 1.15 0.70 -2.55
H -1.51 1.29 -1.09
H -1.61 -0.33 -1.95

Its lowest unoccupied orbital energy is 1.0 eV. The HOMO-LUMO gap is 0.3546 hartree. Its spin multiplicity is 1. Its SMILES is CNC(=O)[C@H](C)N. The energy comes out at -343.0978 hartree.



(2)
DFT (wB97M-V/def2-TZVPD) results for a molecular structure, C4H10N2O in a non-equilibrium geometry.

Positions of all 17 atoms, in Å:
C 0.93 0.28 0.48
C -1.39 -0.63 -1.17
C 1.88 0.14 -0.66
N -0.90 0.34 -0.20
C -0.14 -0.39 1.00
N -1.95 1.16 0.28
O -0.62 -0.81 2.02
H -1.58 2.09 0.47
H -2.34 0.77 1.14
H 2.03 -0.02 1.86
H 2.29 -0.75 1.94
H -0.54 -1.17 -1.59
H -2.08 -1.35 -0.71
H -1.92 -0.11 -1.96
H 1.95 -0.86 -1.09
H 2.87 0.50 -0.37
H 1.52 0.82 -1.43

Its lowest unoccupied orbital energy is 0.7 eV. The HOMO-LUMO gap is 0.3427 hartree. Its spin multiplicity is 1. The energy comes out at -342.9610 hartree.



(3)
DFT (wB97M-V/def2-TZVPD) results for 2 unconnected molecules or ions with the total composition C4H10N2O in a non-equilibrium geometry.

Positions of all 17 atoms, in Å:
C -0.08 -1.30 -0.10
C -0.71 -2.39 0.67
C 0.02 2.63 0.36
C 0.62 1.56 -0.44
N 0.82 -1.41 -1.21
N -0.16 -0.16 0.46
O -0.91 0.21 1.38
H -1.08 -3.22 0.06
H -1.60 -1.88 1.08
H -0.06 -2.73 1.33
H -0.63 3.32 -0.23
H -0.68 2.08 1.03
H 0.88 3.11 0.84
H 1.67 1.37 -0.44
H 0.27 1.24 -1.37
H 1.00 -0.41 -1.50
H 0.62 -2.03 -1.92

Its lowest unoccupied orbital energy is 0.7 eV. The HOMO-LUMO gap is 0.3062 hartree. Its spin multiplicity is 1. The energy comes out at -343.0005 hartree.



(4)
DFT (wB97M-V/def2-TZVPD) results for a gas-phase ion, C4H10N2O (charge +1) in a non-equilibrium geometry.

Positions of all 17 atoms, in Å:
N -1.43 0.07 -0.30
C -0.11 -0.22 0.29
C 0.65 -1.13 -0.66
C 0.04 -1.56 -1.93
O 0.09 -2.67 -2.35
C 0.68 1.00 0.73
N -0.05 1.95 1.49
H -2.25 -0.53 -0.15
H -1.78 1.01 -0.06
H -0.46 -0.82 1.16
H 1.14 -1.96 -0.13
H 1.59 -0.63 -0.97
H -0.72 -0.83 -2.33
H 1.53 0.54 1.27
H 1.02 1.49 -0.20
H -0.54 1.63 2.32
H 0.60 2.65 1.81

Its lowest unoccupied orbital energy (spin up / spin down) is -3.7 / -8.8 eV. Its expectation value of S² is 0.758. The charge is +1. The HOMO-LUMO gap (spin up / spin down) is 0.3811 / 0.1942 hartree. Its spin multiplicity is 2. The energy comes out at -342.7918 hartree.



(5)
DFT (wB97M-V/def2-TZVPD) results for a gas-phase ion, C4H10N2O (charge +1) in a non-equilibrium geometry.

Positions of all 17 atoms, in Å:
C 1.77 -0.81 1.03
C 0.43 -1.29 0.41
C -0.69 -1.40 1.47
N -0.02 -0.46 -0.68
C -0.35 0.93 -0.69
N -1.00 1.29 -1.83
O -0.09 1.63 0.24
H 1.99 -1.45 1.88
H 1.78 0.24 1.31
H 2.54 -0.95 0.28
H 0.66 -2.24 -0.06
H -1.59 -1.83 1.06
H -0.31 -2.08 2.20
H -0.91 -0.43 1.89
H -0.14 -0.97 -1.55
H -0.69 1.00 -2.74
H -1.51 2.15 -1.70

Its lowest unoccupied orbital energy (spin up / spin down) is -3.5 / -8.6 eV. Its expectation value of S² is 0.757. The charge is +1. The HOMO-LUMO gap (spin up / spin down) is 0.4494 / 0.2529 hartree. Its spin multiplicity is 2. The energy comes out at -342.8566 hartree.



(6)
DFT (wB97M-V/def2-TZVPD) results for a single C4H10N2O2 molecule in a non-equilibrium geometry.

Positions of all 18 atoms, in Å:
C -2.67 -0.04 0.57
N -2.01 0.17 -0.70
C -0.58 -0.61 -0.98
O -0.44 -1.45 -1.80
C 0.13 0.38 -0.17
N 1.73 -0.15 -0.38
C 2.60 0.77 0.33
O 1.78 -1.39 0.40
H -3.71 0.30 0.51
H -2.67 -1.10 0.87
H -2.16 0.54 1.34
H -2.58 -0.05 -1.51
H 0.14 1.38 -0.59
H -0.01 0.25 0.90
H 2.32 0.91 1.38
H 2.58 1.74 -0.18
H 3.64 0.41 0.30
H 1.92 -2.05 -0.30

Its lowest unoccupied orbital energy is 0.8 eV. The HOMO-LUMO gap is 0.3687 hartree. Its spin multiplicity is 1. Its SMILES is CNC(=O)CN(C)O. The energy comes out at -418.2656 hartree.